{"formula": "C35H47GeN5O8ReS3Se", "method": "ωB97M-V with the def2-TZVPD basis set", "homo_energy_ev": [-7.537, -7.535], "orbital_gap_ev": [6.3, 5.2], "e_above_lowest_kcal_mol": 0.0, "spin_multiplicity": 4, "elements": ["Re", "C", "C", "N", "N", "C", "S", "S", "C", "C", "C", "C", "C", "C", "C", "C", "C", "C", "C", "C", "C", "O", "H", "H", "H", "H", "H", "H", "H", "H", "H", "H", "H", "H", "H", "H", "C", "C", "C", "C", "C", "C", "O", "N", "C", "O", "N", "C", "O", "H", "H", "H", "H", "H", "H", "H", "H", "H", "H", "H", "C", "Ge", "C", "C", "C", "Se", "C", "H", "H", "H", "H", "H", "H", "H", "H", "H", "H", "H", "H", "H", "H", "N", "C", "C", "C", "C", "C", "C", "S", "O", "O", "O", "H", "H", "H", "H", "H", "H", "O", "H", "H"], "coordinates": [[-0.2335, 0.1599, 0.3317], [-0.7542, 0.3138, -4.0556], [-0.8740, -0.1110, -2.6267], [-0.3089, 0.6162, -1.7139], [0.2653, 1.8202, -2.1223], [0.2135, 2.7105, -1.1915], [-0.5719, 2.4861, 0.3634], [0.8186, 4.3237, -1.4150], [0.9900, 4.4649, -3.2261], [-0.2002, 5.1229, -3.8611], [-0.2047, 6.4928, -4.0998], [-1.3151, 7.1064, -4.6612], [-2.4335, 6.3541, -4.9897], [-2.4361, 4.9858, -4.7551], [-1.3249, 4.3758, -4.1942], [-1.6950, -1.2604, -2.2359], [-1.9860, -2.2823, -3.1594], [-2.8510, -3.3072, -2.8543], [-3.4910, -3.3211, -1.6128], [-3.2368, -2.3367, -0.6836], [-2.3224, -1.3159, -0.9650], [-2.0762, -0.4249, -0.0004], [-1.2550, 1.2743, -4.1882], [-1.2017, -0.3996, -4.7363], [0.2957, 0.4684, -4.3054], [1.1649, 3.4635, -3.6096], [1.8937, 5.0549, -3.3764], [0.6678, 7.0842, -3.8455], [-1.3061, 8.1731, -4.8432], [-3.2996, 6.8319, -5.4286], [-3.3051, 4.3930, -5.0104], [-1.3271, 3.3080, -4.0017], [-1.5013, -2.2806, -4.1254], [-3.0377, -4.0904, -3.5754], [-4.1835, -4.1156, -1.3674], [-3.7105, -2.3392, 0.2906], [5.0436, -0.7261, 1.4319], [5.1461, -0.5353, -0.0744], [4.1951, 0.5407, -0.6679], [4.5457, 0.7355, -2.1496], [3.6906, 1.7795, -2.8476], [4.4586, 1.8172, 0.1002], [5.4490, 2.4870, -0.0604], [3.5402, 2.1213, 1.0793], [2.3696, 1.4390, 1.3503], [1.7531, 1.6504, 2.3659], [1.9053, 0.5370, 0.3827], [2.7680, 0.0317, -0.5349], [2.4243, -0.8885, -1.2996], [5.6766, -1.5555, 1.7465], [4.0247, -0.9625, 1.7427], [5.3706, 0.1611, 1.9764], [4.9323, -1.4684, -0.5985], [6.1592, -0.2284, -0.3383], [4.4420, -0.2324, -2.6403], [5.5965, 1.0224, -2.1900], [2.6378, 1.4922, -2.8480], [4.0111, 1.9018, -3.8828], [3.7788, 2.7516, -2.3565], [3.7799, 2.8542, 1.7333], [1.5094, -4.6396, 4.1011], [1.2774, -3.6248, 2.4532], [2.9114, -3.7557, 1.3827], [-0.1809, -4.4569, 1.4454], [1.1474, -1.7326, 3.0881], [-0.3741, -0.5392, 2.8242], [-1.8223, -1.8250, 2.8705], [1.6783, -5.6935, 3.8774], [0.6150, -4.5600, 4.7205], [2.3616, -4.2688, 4.6723], [3.0708, -4.7983, 1.1028], [3.7751, -3.4291, 1.9606], [2.8580, -3.1612, 0.4696], [0.2494, -5.3104, 0.9180], [-0.6594, -3.8109, 0.7106], [-0.9512, -4.8246, 2.1238], [2.0097, -1.1741, 2.7251], [1.2362, -1.7748, 4.1746], [-1.5459, -2.7207, 2.3348], [-2.6906, -1.3513, 2.4235], [-2.0275, -2.0600, 3.9097], [-3.1163, 2.1730, 2.1541], [-3.6840, 1.1635, 2.9604], [-4.6369, 0.3059, 2.4069], [-4.9621, -0.8757, 3.0476], [-4.3529, -1.2108, 4.2512], [-3.5304, -0.2858, 4.8721], [-3.1922, 0.9021, 4.2324], [-4.3363, -2.9331, 4.7642], [-3.8676, -3.5784, 3.5334], [-3.3481, -2.9603, 5.8347], [-5.6863, -3.2853, 5.1450], [-3.6874, 2.3584, 1.3409], [-2.8772, 3.0491, 2.5990], [-5.0592, 0.5355, 1.4331], [-5.6268, -1.5906, 2.5778], [-3.0747, -0.5539, 5.8170], [-2.4755, 1.5812, 4.6822], [0.4279, -1.8171, -0.1466], [-0.1830, -2.3935, -0.6313], [1.2558, -1.5980, -0.7319]], "atomic_forces_ev_per_a": [[0.1, -0.1, 0.2], [0.0, 0.0, 0.0], [-0.1, 0.0, 0.0], [0.1, 0.0, 0.0], [0.1, -0.1, 0.0], [-0.3, 0.1, -0.1], [0.1, 0.0, 0.0], [0.1, 0.0, 0.1], [0.1, 0.0, 0.0], [0.0, 0.0, 0.0], [0.0, 0.0, 0.0], [0.0, 0.0, 0.0], [0.0, 0.0, 0.0], [0.0, 0.0, 0.0], [0.0, 0.0, 0.0], [0.0, 0.0, 0.0], [0.0, 0.0, 0.0], [0.0, 0.0, 0.0], [0.0, 0.0, 0.0], [0.0, 0.0, 0.0], [-0.1, 0.0, 0.0], [0.0, 0.0, 0.0], [0.0, -0.1, 0.0], [0.0, 0.0, 0.0], [0.0, 0.0, 0.0], [0.0, 0.0, 0.0], [0.0, 0.0, 0.0], [0.0, 0.0, 0.0], [0.0, 0.0, 0.0], [0.0, 0.0, 0.0], [0.0, 0.0, 0.0], [0.0, 0.1, 0.0], [0.0, 0.0, 0.0], [0.0, 0.0, 0.0], [0.0, 0.0, 0.0], [0.0, 0.0, 0.0], [0.0, 0.0, 0.0], [0.0, 0.0, 0.0], [0.0, -0.1, 0.1], [0.0, 0.0, 0.0], [0.0, 0.0, 0.0], [0.0, 0.0, 0.0], [0.0, 0.0, 0.0], [0.0, 0.0, 0.0], [-0.1, 0.0, 0.0], [0.0, 0.0, 0.0], [0.1, -0.1, 0.0], [-0.1, 0.1, -0.1], [-0.1, 0.0, 0.2], [0.0, 0.0, 0.0], [0.0, 0.0, 0.0], [0.0, 0.0, 0.0], [0.0, 0.0, 0.0], [0.0, 0.0, 0.0], [0.0, 0.0, 0.0], [0.0, 0.0, 0.0], [0.0, 0.0, 0.0], [0.0, 0.0, 0.0], [0.0, 0.0, 0.0], [0.0, 0.0, 0.0], [0.0, 0.0, 0.0], [-0.1, 0.0, 0.0], [0.0, 0.0, 0.0], [-0.1, 0.0, 0.0], [0.0, 0.1, 0.0], [0.0, 0.1, -0.1], [0.2, 0.0, -0.1], [0.0, 0.0, 0.0], [0.0, 0.0, 0.0], [0.0, 0.0, 0.0], [0.0, 0.0, 0.0], [0.0, 0.0, 0.0], [0.0, 0.0, 0.0], [0.0, 0.0, 0.0], [0.0, -0.1, 0.1], [0.0, 0.0, 0.0], [0.0, 0.0, 0.0], [0.0, 0.0, 0.0], [0.0, 0.0, -0.1], [0.1, 0.0, 0.0], [0.2, 0.0, 0.0], [-0.2, 0.2, -0.2], [0.2, 0.1, -0.1], [0.0, 0.0, 0.0], [-0.1, 0.0, 0.1], [-0.2, 0.1, 0.1], [-0.1, 0.1, 0.0], [0.0, 0.0, 0.1], [-0.2, 0.0, 0.1], [-0.1, -0.1, 0.0], [0.1, 0.0, -0.1], [0.0, 0.0, 0.0], [0.1, 0.1, 0.0], [0.0, -0.2, 0.2], [0.0, 0.0, 0.0], [0.0, 0.0, 0.0], [0.0, 0.0, 0.0], [0.0, 0.0, 0.0], [0.1, 0.0, -0.1], [0.1, 0.1, 0.0], [0.0, 0.0, 0.0]], "mulliken_spin": [2.566, -0.007, -0.012, 0.008, 0.041, 0.027, 0.037, 0.000, 0.000, 0.000, 0.000, 0.000, 0.000, 0.000, 0.001, 0.008, 0.000, 0.010, 0.002, 0.002, 0.082, 0.083, 0.004, 0.001, 0.001, 0.001, 0.000, 0.000, 0.000, 0.000, 0.000, -0.002, 0.000, 0.001, 0.001, 0.002, 0.000, 0.001, -0.001, -0.001, 0.001, 0.000, 0.000, 0.001, -0.010, 0.010, -0.009, 0.037, 0.010, 0.000, -0.002, 0.000, 0.000, 0.000, 0.000, 0.000, 0.002, 0.000, 0.000, 0.000, 0.002, 0.000, 0.001, 0.000, 0.011, -0.039, 0.026, 0.000, 0.000, 0.000, 0.000, 0.000, 0.000, 0.000, -0.001, 0.000, 0.003, -0.003, 0.010, 0.004, -0.006, 0.008, -0.005, 0.001, 0.001, 0.002, 0.001, 0.005, 0.000, 0.000, 0.000, 0.000, 0.000, 0.000, -0.001, 0.000, -0.001, -0.001, 0.086, 0.000, 0.001]}